{"formula": "S2", "method": "wB97M-V/def2-TZVPD", "lumo_energy_ha": [0.11555, 0.08868], "s_squared": 0.7582, "charge": -1, "spin_multiplicity": 2, "relative_energy_kcal_mol": 55.5, "homo_lumo_gap_ev": [6.7, 5.7], "largest_force_ev_per_a": 3.80, "e_tot_ev": -21669.060, "species": ["S", "S"], "positions_angstrom": [[0.0000, 0.0000, 1.3721], [0.0000, 0.0000, -1.3721]]}

---

{"formula": "S2", "method": "wB97M-V/def2-TZVPD", "lumo_energy_ha": -0.18193, "relative_energy_kcal_mol": 137.6, "homo_lumo_gap_ev": 4.8, "largest_force_ev_per_a": 3.99, "e_tot_ev": -21663.031, "species": ["S", "S"], "positions_angstrom": [[0.0000, 0.0000, 1.5637], [0.0000, 0.0000, -1.5637]]}

---

{"formula": "S2", "method": "wB97M-V/def2-TZVPD", "lumo_energy_ha": -0.16528, "relative_energy_kcal_mol": 98.1, "homo_lumo_gap_ev": 5.4, "largest_force_ev_per_a": 5.21, "e_tot_ev": -21664.742, "species": ["S", "S"], "positions_angstrom": [[0.0000, 0.0000, 1.3776], [0.0000, 0.0000, -1.3776]]}

---

{"formula": "S2", "method": "wB97M-V/def2-TZVPD", "lumo_energy_ha": -0.09487, "relative_energy_kcal_mol": 0.2, "homo_lumo_gap_ev": 5.8, "largest_force_ev_per_a": 0.77, "e_tot_ev": -21668.988, "species": ["S", "S"], "positions_angstrom": [[0.0000, 0.0000, 0.9533], [0.0000, 0.0000, -0.9533]]}